No. 1
The following is a quantum chemistry calculation of a molecular structure, C31H50CeP2 at a distorted geometry, from the Open Molecules 2025 dataset.

- total charge = +1
- energy relative to the best compared isomer or geometry (same formula, charge and spin) (kJ/mol) = 0.0
- HOMO (spin up / spin down) (eV) = -8.4 / -8.4
- orbital gap (spin up / spin down) (eV) = 5.60 / 5.65
- 2S+1 = 2
- LUMO level (spin up / spin down) (eV) = -2.83 / -2.78

Geometry (Å):
Ce 0.105 -0.650 1.032
P 2.107 0.945 -0.223
P -1.550 -0.145 -1.034
C -1.545 -0.798 -4.356
C -1.717 -1.590 4.243
C 0.718 -1.362 -5.391
C -0.604 1.311 -5.391
C -1.752 2.878 5.646
C -0.774 -1.735 -5.229
C 3.341 0.220 -1.357
C -1.662 3.764 3.002
C -1.592 1.961 4.613
C -1.541 1.408 2.160
C 0.769 -1.228 3.554
C -0.711 -1.750 -1.513
C -1.624 -3.548 1.803
C -0.416 1.112 -1.814
C 3.117 -1.572 2.504
C 0.785 1.861 -1.181
C -1.851 4.676 4.034
C 1.153 -0.214 4.573
C 0.837 1.640 -4.934
C -0.528 -1.812 3.383
C 1.528 0.614 -4.081
C -0.453 -2.797 2.339
C -3.256 -0.092 -1.584
C 1.671 -1.879 2.642
C 1.370 -0.718 -4.193
C 3.048 2.293 0.546
C 0.917 -2.864 1.895
C -1.905 4.238 5.370
C -1.466 0.544 -4.426
C 1.455 -3.750 0.832
C -1.595 2.362 3.247
H 1.888 -1.419 -3.523
H -2.340 -2.493 4.283
H -2.343 -2.899 1.269
H 2.878 -0.504 -2.035
H -2.183 -4.013 2.624
H -3.612 0.943 -1.534
H 0.437 2.675 -0.525
H -1.755 2.538 6.688
H 3.552 -2.081 1.636
H -1.365 -2.606 -1.286
H 0.655 -4.131 0.184
H -1.308 -4.340 1.114
H -3.459 -0.504 -2.575
H -2.050 4.961 6.168
H 0.584 -0.352 5.502
H -1.522 1.867 1.164
H 3.645 2.834 -0.204
H -1.426 -1.337 5.270
H 0.950 0.812 4.228
H -2.347 -0.775 3.873
H 1.271 -2.286 -5.631
H -2.339 -1.277 -3.779
H 3.299 -0.493 2.389
H 0.280 -1.948 -1.047
H 0.820 -0.715 -6.273
H 1.454 1.828 -5.838
H -1.946 5.735 3.802
H 2.354 2.980 1.050
H 1.340 2.334 -2.005
H -1.236 -1.773 -6.234
H 3.675 -1.893 3.395
H -0.506 -1.737 -2.588
H -0.558 0.802 -6.364
H 2.222 -0.287 4.816
H -2.219 0.539 2.224
H -2.170 1.164 -3.857
H 3.866 0.993 -1.936
H 2.321 1.018 -3.444
H -1.108 2.276 -5.584
H -3.830 -0.681 -0.847
H -1.451 0.907 4.849
H 2.191 -3.228 0.204
H 3.712 1.856 1.307
H -1.583 4.100 1.965
H 0.827 2.604 -4.396
H 4.068 -0.335 -0.752
H -1.087 1.867 -2.242
H -0.035 0.529 -2.657
H 1.968 -4.622 1.268
H -0.859 -2.756 -4.829

Results of the Mulliken charge analysis, in e, for atoms 1 through 5: -0.727, 1.352, 0.911, -0.376, -1.499



No. 2
The following is a quantum chemistry calculation of a molecular structure, C31H50HoO3P2S at a distorted geometry, from the Open Molecules 2025 dataset.

- total charge = +1
- HOMO (spin up / spin down) (eV) = -10.4 / -10.4
- orbital gap (spin up / spin down) (eV) = 7.56 / 7.69
- 2S+1 = 5
- LUMO level (spin up / spin down) (eV) = -2.80 / -2.70

Geometry (Å):
Ho -1.337 0.292 -1.514
S -3.087 -1.494 -0.109
P -1.379 1.831 -3.703
P -1.774 -1.089 -4.131
O -4.051 -2.319 -0.788
O -3.241 0.013 -0.314
O -1.653 -1.739 -0.576
C 2.340 -2.193 -3.838
C -0.648 2.572 -0.181
C -2.143 -0.011 -5.614
C -1.832 3.583 -3.530
C -0.932 1.676 0.880
C -2.688 -2.751 4.306
C -2.979 -1.005 2.643
C -3.412 -1.906 -3.940
C 3.462 -4.294 -3.055
C -1.812 2.073 2.000
C -2.729 -1.400 3.952
C -3.026 -1.954 1.621
C 0.020 0.615 0.846
C 1.502 3.033 -1.516
C 0.925 0.878 -0.235
C 0.299 1.896 -4.489
C 2.292 0.302 -0.322
C 1.358 -2.167 -2.703
C 0.550 2.134 -0.818
C 0.586 -3.494 -2.492
C -2.559 -3.189 5.741
C -1.244 3.925 -0.248
C 2.187 -4.434 -0.802
C 0.930 -4.177 -1.189
C -2.748 -3.697 3.277
C 0.327 -0.318 1.960
C 3.416 -3.985 -1.522
C -2.882 -3.311 1.951
C -2.515 1.374 -5.101
C -0.925 -2.405 -5.135
C 3.297 -3.121 -3.963
H -2.958 -0.483 -6.182
H -2.620 -0.640 4.739
H 2.317 -0.708 0.110
H 2.728 -5.075 -3.311
H 3.017 0.931 0.235
H 0.164 -2.238 -5.134
H -1.863 4.081 -4.512
H 0.282 1.800 -5.585
H 0.801 2.832 -4.215
H -1.116 4.097 -2.881
H -0.276 -0.090 2.842
H 0.757 -4.156 -3.359
H -3.102 0.048 2.378
H -1.135 -3.414 -4.737
H 4.458 -4.714 -3.277
H -2.858 1.917 1.703
H 1.864 -1.871 -1.773
H 2.367 -4.966 0.133
H 2.636 0.241 -1.360
H 2.071 2.504 -2.297
H 3.615 -2.919 -1.353
H -3.534 -3.214 6.250
H 0.118 -1.357 1.673
H -3.711 -2.011 -2.892
H -1.600 1.527 2.928
H -0.498 -3.287 -2.432
H -2.824 3.645 -3.056
H -2.324 3.846 -0.434
H 1.387 -0.263 2.258
H -2.512 2.156 -5.876
H -2.702 -4.749 3.558
H -2.837 -4.078 1.179
H -3.354 -2.904 -4.390
H -1.904 -2.507 6.299
H -3.524 1.348 -4.658
H -1.691 3.146 2.216
H -1.294 -2.352 -6.171
H 0.934 1.083 -4.101
H 0.633 -1.355 -2.924
H 4.270 -4.516 -1.082
H -0.796 4.523 -1.041
H 2.266 -1.344 -4.525
H 4.048 -3.012 -4.751
H -2.152 -4.204 5.794
H 2.233 3.439 -0.784
H -1.108 4.479 0.695
H -4.176 -1.325 -4.469
H -1.263 0.025 -6.275
H 0.061 -4.414 -0.553
H 0.988 3.889 -1.975

Results of the Mulliken charge analysis, in e, for atoms 1 through 5: 0.045, 1.529, 0.899, 1.536, -0.757



No. 3
The following is a quantum chemistry calculation of a molecular structure, C31H50IN3O3SbSi2TeTi at a distorted geometry, from the Open Molecules 2025 dataset.

- total charge = +1
- HOMO (spin up / spin down) (eV) = -8.4 / -8.4
- orbital gap (spin up / spin down) (eV) = 5.12 / 5.09
- LUMO level (spin up / spin down) (eV) = -3.32 / -3.33

Geometry (Å):
I 1.659 -0.097 2.333
Te 2.370 -0.296 -1.247
Sb -3.714 0.097 0.290
Ti -0.890 -0.185 1.059
Si 3.028 -1.885 -4.238
Si 5.139 1.727 -1.024
O -3.463 1.853 5.877
O -1.456 -1.420 2.127
O -0.581 1.380 -0.509
N -0.757 -1.183 -0.594
N -3.937 -2.553 4.444
N -1.203 1.215 2.371
C 1.625 4.236 3.069
C -0.920 0.896 -1.819
C -4.444 1.107 5.166
C 4.385 2.641 0.445
C 1.078 1.964 2.580
C -1.664 -1.317 -2.807
C 2.611 -0.229 -3.408
C -1.143 -0.597 -1.752
C -0.793 -2.539 -0.529
C 2.026 2.921 2.886
C -4.388 -1.376 4.911
C -2.409 -1.352 3.056
C 7.018 1.680 -0.911
C 1.526 -3.010 -4.049
C -3.898 -0.151 4.539
C 3.356 -1.518 -6.058
C -1.293 -3.310 -1.549
C -0.289 2.265 2.507
C -2.962 -2.546 3.562
C -4.352 -1.923 -0.096
C 4.495 -0.053 -0.918
C -2.857 -0.097 3.563
C 0.286 4.575 2.940
C 4.596 2.619 -2.598
C -1.778 -2.696 -2.700
C -0.659 3.603 2.671
C -2.222 1.134 3.236
C -5.420 0.599 1.499
C -4.564 0.921 -1.518
C 4.502 -2.715 -3.409
C -2.416 -3.859 3.082
H -5.355 1.633 1.835
H -4.089 0.510 -2.407
H -3.138 1.321 6.610
H 7.451 1.156 -1.765
H -0.395 -2.976 0.377
H 1.698 -3.977 -4.526
H 1.684 0.168 -3.829
H -1.813 1.409 -2.186
H 2.513 -0.999 -6.518
H -4.819 1.783 4.394
H 7.348 1.167 -0.006
H 4.316 -2.872 -2.345
H 4.993 -0.707 -1.635
H -0.027 5.602 3.069
H -0.099 1.100 -2.513
H 4.687 -3.692 -3.860
H 3.296 2.642 0.381
H -1.300 -4.387 -1.459
H 4.672 2.150 1.377
H -1.961 -0.807 -3.715
H -4.468 2.006 -1.522
H 4.239 -0.891 -6.186
H -5.456 -0.060 2.363
H -2.434 1.994 3.860
H -5.191 -1.446 5.638
H 4.693 -0.453 0.078
H -2.199 -3.277 -3.508
H 4.718 3.679 0.496
H -6.318 0.471 0.897
H -1.710 3.853 2.594
H -4.330 -2.116 -1.167
H 2.366 4.979 3.334
H -0.245 2.277 -0.592
H 0.639 -2.570 -4.506
H 3.392 0.505 -3.606
H 3.521 -2.441 -6.617
H -1.359 -3.945 3.342
H 1.311 -3.190 -2.995
H 3.063 2.643 2.993
H -2.972 -4.667 3.549
H -3.700 -2.632 0.410
H 4.940 3.655 -2.577
H -5.368 -2.044 0.273
H -5.280 0.850 5.823
H -5.621 0.664 -1.528
H 5.015 2.157 -3.493
H 3.509 2.633 -2.700
H 5.418 -2.130 -3.513
H -2.497 -3.940 1.995
H 7.435 2.688 -0.894

Results of the Mulliken charge analysis, in e, for atoms 1 through 5: -0.022, -0.345, 0.696, 0.000, 0.199



No. 4
The following is a quantum chemistry calculation of a molecular structure, C31H50IrO2P2 at a distorted geometry, from the Open Molecules 2025 dataset.

- total charge = +1
- HOMO (spin up / spin down) (eV) = -9.8 / -10.5
- orbital gap (spin up / spin down) (eV) = 6.46 / 4.17
- 2S+1 = 5
- LUMO level (spin up / spin down) (eV) = -3.30 / -6.28

Geometry (Å):
Ir -0.818 -0.249 -2.356
P 0.875 -1.933 -0.208
P 1.585 1.778 0.560
O 2.814 -0.623 3.277
O 0.600 -0.399 2.877
C -0.207 -0.674 7.022
C 1.612 -0.560 3.636
C -2.318 0.824 -1.516
C -1.926 0.913 0.781
C -0.254 -1.520 -3.878
C -0.188 -3.196 -1.031
C -2.368 -0.586 -0.953
C 1.259 -2.942 1.250
C 1.848 3.193 -0.589
C -2.015 1.689 -0.373
C -2.013 3.158 -0.388
C 2.400 -0.811 6.002
C 1.454 2.715 2.118
C -1.820 1.412 2.179
C 0.009 -0.635 5.629
C 3.249 1.066 0.649
C -3.312 1.299 -2.518
C 2.409 -2.240 -1.172
C 1.323 -0.680 5.114
C 0.038 1.439 -3.077
C 1.857 -0.116 -3.923
C -0.423 1.648 -4.489
C -2.235 -1.461 1.523
C -2.080 -0.439 0.474
C 1.064 -1.231 -4.566
C -1.306 0.499 -5.090
C 0.890 -0.785 7.890
C 1.096 0.479 -2.759
C 2.188 -0.857 7.382
C -1.414 -0.735 -4.239
C -3.382 -1.587 -1.396
H -3.534 0.523 -3.253
H -0.935 0.220 -6.079
H -2.322 0.879 -5.270
H -1.055 2.547 -4.463
H 2.409 3.233 2.269
H 3.251 0.257 1.395
H 2.091 0.686 -4.632
H -1.430 -1.349 2.262
H -3.198 -1.883 -2.437
H -1.299 3.551 0.361
H 0.921 3.784 -0.634
H 1.519 -3.955 0.929
H 2.297 -1.964 -2.226
H -3.195 -1.320 2.056
H -2.898 2.163 -3.050
H 0.055 2.314 -2.419
H -4.225 1.599 -1.979
H -0.818 -2.714 -1.799
H 2.069 -2.462 1.805
H 0.883 -1.024 -5.626
H 0.439 1.841 -5.154
H 0.613 3.420 2.047
H -3.329 -2.480 -0.758
H -1.033 0.873 2.730
H 2.848 -0.441 -3.584
H -2.205 -2.477 1.126
H -3.013 3.582 -0.161
H -0.826 -0.563 4.933
H 0.718 -0.816 8.979
H -2.315 -1.345 -4.392
H -4.367 -1.104 -1.323
H 2.646 -3.309 -1.075
H -0.845 -3.660 -0.285
H 2.679 3.810 -0.216
H -1.583 2.479 2.238
H 3.531 0.671 -0.333
H -1.709 3.514 -1.383
H 3.048 -0.951 8.054
H -1.227 -0.618 7.408
H 1.716 0.786 -1.897
H 3.406 -0.865 5.592
H 1.675 -2.130 -4.553
H 1.256 1.997 2.924
H -2.758 1.259 2.741
H 2.064 2.840 -1.604
H -0.445 -2.595 -3.731
H 0.450 -3.957 -1.498
H 0.369 -2.942 1.884
H 3.196 -1.629 -0.714
H 3.923 1.872 0.953

Results of the Mulliken charge analysis, in e, for atoms 1 through 5: -0.667, 1.618, 1.477, -0.867, 0.029



No. 5
The following is a quantum chemistry calculation of a molecular structure, C31H50LiN3O3SeSi4Te, from the Open Molecules 2025 dataset.

- total charge = -2
- energy relative to the best compared isomer or geometry (same formula, charge and spin) (kJ/mol) = 0.0
- HOMO (eV) = -0.5
- orbital gap (eV) = 4.67
- LUMO level (eV) = 4.14

Geometry (Å):
Te -1.894 -1.588 -0.756
Se -4.357 0.782 -1.169
Si -2.404 -2.919 -2.899
Si -1.654 -1.818 -4.844
Si -4.662 -3.604 -3.195
Si -1.220 -4.948 -2.634
O 4.718 -3.815 -2.266
O 3.869 -1.469 -2.212
O 1.941 -1.004 -1.180
N -3.841 2.460 -1.732
N -2.673 0.063 -1.669
N -0.540 0.991 -2.017
C -2.834 -0.407 -5.299
C 2.854 -3.166 -0.913
C 3.772 -4.128 -1.366
C -0.706 1.025 1.505
C -0.327 -1.076 2.351
C 1.761 1.768 1.144
C 1.876 -4.800 0.575
C -1.766 3.468 -2.526
C -1.301 -5.445 -0.802
C -5.173 -4.616 -1.663
C 0.907 -0.527 1.992
C -0.387 3.280 -2.694
C 0.677 0.778 1.477
C -2.548 2.397 -2.063
C -1.369 2.336 1.203
C -0.596 -2.427 2.950
C 3.703 -5.429 -0.866
C 2.274 -1.111 2.210
C -1.584 -3.005 -6.340
C -1.824 -6.493 -3.583
C 0.591 -4.708 -3.131
C 0.198 2.070 -2.421
C 2.886 -1.765 -1.483
C -1.343 -0.118 2.061
C -4.910 -4.752 -4.701
C -2.715 -0.124 2.684
C -1.837 1.149 -1.903
C 1.922 -3.515 0.057
C -5.988 -2.267 -3.402
C 0.084 -1.116 -4.620
C 2.764 -5.757 0.098
Li 0.479 -0.179 -0.729
H 4.406 -6.163 -1.242
H 2.926 -0.386 2.710
H -4.560 -5.516 -1.558
H -1.902 -6.298 -4.656
H -1.305 -2.472 -7.253
H -1.125 -7.321 -3.439
H 0.441 -0.607 -5.519
H -2.328 -5.674 -0.505
H -5.873 -5.267 -4.660
H 2.568 1.298 0.572
H 0.800 -1.903 -4.370
H -5.024 -4.012 -0.763
H -1.344 -2.983 2.369
H 1.369 2.595 0.549
H 0.310 -3.037 2.980
H 2.228 -2.001 2.841
H 2.209 2.199 2.050
H -0.892 2.847 0.362
H -4.875 -4.183 -5.634
H 0.096 -0.396 -3.797
H 0.684 -4.594 -4.215
H 1.230 -5.537 -2.819
H 1.154 -5.058 1.340
H -2.545 -3.497 -6.515
H 4.584 -2.817 -2.404
H -2.225 4.434 -2.694
H -2.494 0.148 -6.178
H -5.933 -1.548 -2.586
H 1.263 1.895 -2.521
H 2.731 -6.771 0.481
H 0.988 -3.801 -2.669
H -0.963 -4.606 -0.185
H -3.420 0.473 2.103
H -1.322 3.008 2.071
H -0.841 -3.788 -6.168
H -3.125 -1.136 2.757
H -6.222 -4.922 -1.695
H 1.234 -2.745 0.391
H -2.686 0.298 3.699
H -2.808 -6.816 -3.231
H -5.838 -1.697 -4.323
H -2.423 2.213 0.948
H -6.996 -2.689 -3.424
H 0.228 4.113 -3.017
H -0.984 -2.348 3.973
H -4.121 -5.508 -4.748
H 2.762 -1.387 1.269
H -3.846 -0.771 -5.496
H -2.897 0.295 -4.463
H -0.675 -6.308 -0.565

Results of the Mulliken charge analysis, in e, for atoms 1 through 5: -0.277, -0.059, 0.276, 0.592, 0.479



Let's list energy in order: -2368.69844 -3465.73751 -3835.49812 -2148.27684 -5436.42593 Ha.